The following is a DFT calculation (wB97M-V/def2-TZVPD) of a molecular structure, C9H6Cl2N2S at a distorted geometry.

```
20
C9H6Cl2N2S, DFT wB97M-V/def2-TZVPD
C 3.721 0.754 -0.130
C 2.251 0.309 -0.527
Cl 1.908 -0.721 -1.943
C 1.241 0.743 0.286
Cl 1.609 1.812 1.712
C -0.258 0.390 0.106
C -1.198 1.480 -0.048
C -2.699 1.285 -0.192
C -3.206 -0.086 -0.165
C -2.276 -1.247 -0.023
N -2.579 -2.612 0.005
S -1.120 -3.380 0.239
N 0.028 -2.149 0.287
C -0.786 -1.031 0.119
H 4.503 0.189 -0.714
H 3.832 0.433 0.951
H 3.859 1.865 -0.197
H -0.845 2.548 -0.044
H -3.385 2.158 -0.288
H -4.307 -0.256 -0.237
```

Values from the calculation:
- LUMO (eV) = -1.0879
- E_tot (Eh) = -1774.55949
- gap between HOMO and LUMO (Ha) = 0.284

Here are the Löwdin charges for atoms 1 to 2, given in e: -0.13 -0.66

***

The following is a DFT calculation (wB97M-V/def2-TZVPD) of a gas-phase ion, C9H6Cl2NO2 (charge -1) at a distorted geometry.

```
20
C9H6Cl2NO2, DFT wB97M-V/def2-TZVPD
C 2.834 0.379 -0.194
C 2.298 1.625 -0.001
C 2.058 -0.717 -0.424
C 0.949 1.814 0.040
C 0.655 -0.574 -0.256
C 0.131 0.711 -0.111
C -3.048 -0.987 0.830
C -0.507 -1.556 -0.044
C -1.864 -0.484 -0.205
N -1.225 0.700 0.141
O -4.167 -0.996 0.400
O -2.530 -1.298 1.887
Cl -2.370 -0.451 -1.940
Cl -2.091 2.221 -0.094
H 3.860 0.388 -0.162
H 2.878 2.417 0.200
H 2.422 -1.648 -0.513
H 0.563 2.715 0.240
H -0.390 -2.486 -0.733
H -0.456 -1.775 0.939
```

Values from the calculation:
- net charge = -1
- LUMO (alpha / beta) (eV) = 3.0337 / 1.0031
- 2S+1 = 3
- E_tot (Eh) = -1472.07410
- gap between HOMO and LUMO (alpha / beta) (Ha) = 0.186 / 0.223

Here are the Löwdin charges for atoms 1 to 2, given in e: -0.09 -0.08

***

The following is a DFT calculation (wB97M-V/def2-TZVPD) of a single C9H6ClNO4 molecule at a distorted geometry.

```
21
C9H6ClNO4, DFT wB97M-V/def2-TZVPD
O 1.721 0.057 2.131
C 0.777 0.045 1.387
C 0.766 -0.091 -0.084
C 1.970 -0.201 -0.751
C 2.118 -0.131 -2.092
C 0.965 -0.216 -2.875
C -0.274 -0.177 -2.291
C -0.424 -0.165 -0.834
O -1.657 -0.171 -0.286
C -1.749 -0.624 1.036
C -0.688 0.099 1.969
Cl -0.977 -0.597 3.651
N -1.176 1.539 1.968
O -0.679 2.242 1.146
O -2.000 1.930 2.768
H 2.879 -0.198 -0.116
H 3.027 -0.304 -2.442
H 0.876 -0.522 -3.945
H -1.109 -0.335 -2.908
H -1.582 -1.865 1.117
H -2.785 -0.315 1.451
```

Values from the calculation:
- LUMO (eV) = -0.5967
- E_tot (Eh) = -1162.31977
- gap between HOMO and LUMO (Ha) = 0.327
- structure (SMILES) = O=C1c2ccccc2OC[C@]1(Cl)[N+](=O)[O-]

Here are the Löwdin charges for atoms 1 to 2, given in e: 0.13 -0.32

***

The following is a DFT calculation (wB97M-V/def2-TZVPD) of a single C9H6F2O molecule at a distorted geometry.

```
18
C9H6F2O, DFT wB97M-V/def2-TZVPD
C -1.904 -0.384 1.254
C -1.864 1.000 1.069
C -0.903 -1.223 0.800
C -0.841 1.465 0.214
C 0.124 -0.765 -0.014
C 0.135 0.668 -0.336
C 1.140 -1.740 -0.571
C 2.226 -2.344 0.254
C 1.256 1.282 -1.128
O 2.483 -1.308 -0.452
F 1.710 2.355 -0.406
F 0.835 1.884 -2.261
H -2.747 -0.908 1.821
H -2.791 1.588 1.453
H -1.189 -2.277 1.032
H -0.664 2.494 0.022
H 0.925 -2.305 -1.398
H 2.073 0.518 -1.351
```

Values from the calculation:
- LUMO (eV) = 0.1767
- ΔE to the lowest compared entry with this formula, charge and spin (kcal/mol) = 22.5
- E_tot (Eh) = -621.37419
- gap between HOMO and LUMO (Ha) = 0.366

Here are the Löwdin charges for atoms 1 to 2, given in e: -0.11 -0.05

***

The following is a DFT calculation (wB97M-V/def2-TZVPD) of a single C9H6INO4S molecule at a distorted geometry.

```
22
C9H6INO4S, DFT wB97M-V/def2-TZVPD
C -2.773 0.143 -2.228
S -1.343 -1.071 -2.405
O -1.972 -2.437 -2.473
O -0.605 -0.671 -3.674
C -0.263 -0.789 -0.933
C -0.151 0.690 -0.383
C 0.750 1.014 0.830
C 1.551 -0.083 1.596
C 1.464 -1.540 1.081
C 0.577 -1.861 -0.186
I 0.588 -3.926 -0.849
C 2.334 0.582 2.818
O 3.221 0.134 3.577
N 1.681 1.933 2.875
C 1.092 2.385 1.571
O 0.949 3.568 1.160
H -2.898 0.294 -1.098
H -3.710 -0.429 -2.579
H -2.606 1.105 -2.815
H -0.722 1.527 -0.914
H 2.044 -2.367 1.622
H 0.792 1.799 3.406
```

Values from the calculation:
- LUMO (eV) = -1.9309
- E_tot (Eh) = -1397.92563
- gap between HOMO and LUMO (Ha) = 0.284
- structure (SMILES) = CS(=O)(=O)c1cc2c(cc1I)C(=O)NC2=O

Here are the Löwdin charges for atoms 1 to 2, given in e: -0.15 0.68

***

The following is a DFT calculation (wB97M-V/def2-TZVPD) of a molecular structure, C9H6N2O5SYb at a distorted geometry.

```
24
C9H6N2O5SYb, DFT wB97M-V/def2-TZVPD
O 0.020 0.004 -3.572
C 0.020 0.052 -2.424
Yb 0.028 0.082 0.041
O -1.799 -3.022 0.126
C -1.234 -2.022 0.101
C 1.259 2.227 -0.136
O 1.860 3.203 -0.212
C -2.096 1.314 0.140
O -3.115 1.845 0.103
C 2.134 -1.297 -0.110
O 3.107 -1.893 0.004
C -0.678 -1.757 4.097
N -1.325 -0.479 3.847
C -2.441 0.016 4.504
C -2.605 1.300 4.095
N -1.606 1.563 3.165
C -0.759 0.491 3.085
S 0.879 0.452 2.535
H -0.577 -2.343 3.178
H 0.325 -1.614 4.509
H -1.288 -2.304 4.815
H -2.997 -0.592 5.198
H -3.333 2.035 4.372
H -1.382 2.493 2.805
```

Values from the calculation:
- net charge = +3
- LUMO (alpha / beta) (eV) = -13.4197 / -13.5709
- 2S+1 = 2
- E_tot (Eh) = -2388.05385
- gap between HOMO and LUMO (alpha / beta) (Ha) = 0.220 / 0.215

Here are the Löwdin charges for atoms 1 to 2, given in e: 0.23 0.02

***

The following is a DFT calculation (wB97M-V/def2-TZVPD) of a molecular structure, C9H7Cl2LaNO3Ti at a distorted geometry.

```
24
C9H7Cl2LaNO3Ti, DFT wB97M-V/def2-TZVPD
Ti -1.731 -0.477 -3.307
La 0.874 -0.400 0.653
Cl -2.149 -2.388 -2.275
Cl -0.833 0.701 -1.251
C 1.550 1.780 1.266
C -0.268 -1.430 -3.945
C -0.250 0.088 -4.386
O 1.752 2.915 1.297
O 0.641 -2.257 -4.091
O 0.554 0.814 -4.909
C -1.734 -2.846 5.821
C -1.462 -2.225 4.482
C -0.165 -2.133 4.074
C 0.137 -1.523 2.858
N -0.828 -1.021 1.995
C -2.147 -1.182 2.427
C -2.477 -1.746 3.657
H -1.374 -3.897 5.873
H -1.216 -2.299 6.638
H -2.812 -2.853 6.057
H 0.675 -2.516 4.667
H 1.228 -1.464 2.563
H -2.913 -0.833 1.739
H -3.524 -1.819 3.977
```

Values from the calculation:
- net charge = +4
- LUMO (alpha / beta) (eV) = -16.9278 / -17.6492
- 2S+1 = 2
- ΔE to the lowest compared entry with this formula, charge and spin (kcal/mol) = 9.5
- E_tot (Eh) = -2427.29015
- gap between HOMO and LUMO (alpha / beta) (Ha) = 0.214 / 0.188

Here are the Löwdin charges for atoms 1 to 2, given in e: 0.83 1.99

***

The following is a DFT calculation (wB97M-V/def2-TZVPD) of 2 unconnected molecules or ions with the total composition C9H7Cl2N2O2 at a distorted geometry.

```
22
C9H7Cl2N2O2, DFT wB97M-V/def2-TZVPD
C 0.471 -2.194 1.087
C 1.250 -1.651 0.005
C -1.318 3.756 -1.170
C -0.643 -1.583 1.510
C 1.039 -0.391 -0.418
C -1.667 2.534 -0.573
C -0.276 3.550 -2.079
C -1.153 -0.395 0.778
C -0.034 0.385 0.172
N 0.026 2.149 -1.983
N -0.910 1.521 -1.251
O -2.474 2.252 0.316
O 0.326 4.260 -2.882
Cl -2.192 -1.053 -0.563
Cl 0.582 1.632 1.245
H 0.829 -3.089 1.574
H 2.055 -2.245 -0.403
H -1.758 4.703 -0.930
H -1.230 -1.958 2.333
H 1.697 0.101 -1.119
H -1.825 0.252 1.346
H 0.372 1.654 -2.796
```

Values from the calculation:
- net charge = -1
- LUMO (eV) = 2.6667
- ΔE to the lowest compared entry with this formula, charge and spin (kcal/mol) = 0.0
- E_tot (Eh) = -1527.51307
- gap between HOMO and LUMO (Ha) = 0.242

Here are the Löwdin charges for atoms 1 to 2, given in e: -0.12 -0.10

***

The following is a DFT calculation (wB97M-V/def2-TZVPD) of a single C9H7Cl2P molecule at a distorted geometry.

```
19
C9H7Cl2P, DFT wB97M-V/def2-TZVPD
Cl 5.574 1.413 -0.366
P 4.580 0.017 0.714
Cl 4.928 -1.632 -0.502
C 2.840 0.284 0.423
C 1.929 1.233 0.382
C 0.559 0.821 0.168
C -0.595 1.572 -0.148
C -1.843 0.995 -0.331
C -1.920 -0.400 -0.386
C -0.779 -1.177 -0.140
C 0.438 -0.537 0.138
C 1.725 -1.241 0.421
H 2.178 2.349 0.336
H -0.598 2.714 0.115
H -2.646 1.562 -0.633
H -2.951 -0.849 -0.710
H -0.942 -2.316 0.108
H 2.057 -1.875 1.332
H 2.181 -1.808 -0.371
```

Values from the calculation:
- LUMO (eV) = 0.0245
- E_tot (Eh) = -1608.85653
- gap between HOMO and LUMO (Ha) = 0.320
- structure (SMILES) = ClP(Cl)C1=Cc2ccccc2C1

Here are the Löwdin charges for atoms 1 to 2, given in e: 0.15 0.18

***

The following is a DFT calculation (wB97M-V/def2-TZVPD) of a molecular structure, C9H7F3N2OS at a distorted geometry.

```
23
C9H7F3N2OS, DFT wB97M-V/def2-TZVPD
O -2.058 -1.467 -2.343
C -1.119 -1.278 -1.268
C -1.099 0.238 -0.946
C -0.048 0.661 0.086
C -0.392 1.139 1.325
C 0.633 1.580 2.283
C 1.966 1.523 1.973
C 2.325 1.015 0.674
N 3.579 0.911 0.168
S 3.437 0.309 -1.323
N 1.814 0.115 -1.490
C 1.354 0.567 -0.312
C -1.627 -2.157 -0.107
F -2.667 -1.563 0.528
F -1.972 -3.389 -0.517
F -0.639 -2.295 0.819
H -2.075 -0.664 -2.880
H -0.148 -1.632 -1.666
H -2.100 0.555 -0.605
H -0.836 0.758 -1.893
H -1.447 1.225 1.608
H 0.344 1.989 3.259
H 2.777 1.860 2.627
```

Values from the calculation:
- LUMO (eV) = -0.7954
- E_tot (Eh) = -1229.70937
- gap between HOMO and LUMO (Ha) = 0.311

Here are the Löwdin charges for atoms 1 to 2, given in e: -0.02 -0.25

***

The following is a DFT calculation (wB97M-V/def2-TZVPD) of a single C9H7N molecule at a distorted geometry.

```
17
C9H7N, DFT wB97M-V/def2-TZVPD
C 2.762 0.510 0.608
C 1.523 0.560 0.029
C 1.282 1.653 -0.843
N -0.045 1.851 -1.118
C -0.646 0.676 -0.592
C -1.928 0.220 -0.889
C -2.439 -0.876 -0.245
C -1.613 -1.574 0.723
C -0.291 -1.155 0.952
C 0.207 -0.081 0.150
H 3.734 0.936 0.441
H 2.814 -0.342 1.236
H 2.088 2.306 -1.130
H -2.527 0.700 -1.715
H -3.359 -1.314 -0.499
H -1.962 -2.442 1.244
H 0.402 -1.626 1.648
```

Values from the calculation:
- LUMO (eV) = -0.6795
- ΔE to the lowest compared entry with this formula, charge and spin (kcal/mol) = 18.2
- E_tot (Eh) = -401.84081
- gap between HOMO and LUMO (Ha) = 0.292
- structure (SMILES) = C=C1C=Nc2ccccc21

Here are the Löwdin charges for atoms 1 to 2, given in e: 0.14 -0.24

***

The following is a DFT calculation (wB97M-V/def2-TZVPD) of a gas-phase ion, C9H7N2 (charge +1) at a distorted geometry.

```
18
C9H7N2, DFT wB97M-V/def2-TZVPD
C -2.394 0.793 0.238
C -2.430 -0.498 -0.454
C -1.157 1.285 0.612
C -1.208 -1.107 -0.767
C -0.034 0.598 0.228
C 2.373 -0.721 -0.330
C 1.131 -1.252 -0.678
C 2.393 0.416 0.431
C 1.283 2.283 1.377
N 0.016 -0.592 -0.367
N 1.236 1.178 0.786
H -3.488 1.171 0.490
H -3.332 -1.004 -0.651
H -1.125 2.241 1.142
H -1.010 -2.201 -1.041
H 3.365 -1.060 -0.639
H 0.970 -2.189 -1.222
H 3.411 0.659 0.846
```

Values from the calculation:
- net charge = +1
- LUMO (eV) = -5.8866
- ΔE to the lowest compared entry with this formula, charge and spin (kcal/mol) = 10.5
- E_tot (Eh) = -456.17971
- gap between HOMO and LUMO (Ha) = 0.208

Here are the Löwdin charges for atoms 1 to 2, given in e: 0.00 0.02